A molecular structure, C2H5ClIN in a non-equilibrium geometry. Source: the Open Molecules 2025 dataset; level of theory: ωB97M-V/def2-TZVPD.

Atoms and positions in Å:
C 1.24 -0.12 0.62
C 0.33 -0.64 -0.46
N -1.49 1.08 -0.92
Cl -0.78 -1.86 -0.07
I -2.95 0.36 0.14
H 1.65 0.86 0.20
H 2.09 -0.78 0.72
H 0.65 -0.24 1.46
H 0.43 -0.39 -1.50
H -1.17 1.73 -0.19

The total energy comes out at -891.688184 Ha. As for the total charge: 0. The frontier orbital gap (alpha / beta) comes out at 8.6211 / 7.2862 eV. As for the highest occupied orbital energy (alpha / beta): -0.31398 / -0.29304 hartree.